No. 1
{
  "formula": "C16H49AlBrN14O8",
  "method": "the ωB97M-V functional and the def2-TZVPD basis",
  "symbols": ["C", "H", "N", "N", "H", "Br", "C", "O", "C", "H", "H", "H", "H", "O", "O", "H", "C", "C", "H", "H", "H", "N", "H", "H", "H", "H", "N", "H", "H", "C", "H", "C", "O", "C", "H", "H", "H", "H", "N", "C", "N", "N", "H", "H", "H", "N", "H", "H", "N", "H", "C", "H", "N", "H", "H", "H", "N", "H", "H", "O", "H", "O", "H", "H", "H", "H", "H", "C", "N", "H", "C", "H", "N", "H", "H", "H", "C", "N", "C", "H", "H", "H", "Al", "O", "H", "C", "O", "C", "H"],
  "positions_angstrom": [[0.795647, 4.570714, 0.140488], [2.991660, 1.157895, 4.431931], [-4.090048, 1.865453, -4.405181], [0.968117, -1.175367, 3.519648], [0.902174, 5.361971, -0.605759], [-2.778417, -1.340597, -0.858163], [1.754212, 3.440602, -0.257915], [3.979761, 0.386702, -1.331013], [4.086026, 0.427805, 0.078101], [-5.751223, 4.380717, -5.484809], [3.115375, 0.496724, 0.565528], [-4.167975, 4.354056, -4.783780], [-1.614257, -4.062310, 6.193998], [3.073881, 1.714447, -6.589514], [-1.715798, -6.594404, 1.012744], [-0.144972, -0.553727, -4.019312], [-0.682842, 4.167258, 0.175773], [-0.291270, 1.519641, -4.140957], [2.505813, 0.414459, -2.699060], [1.349966, 2.482474, 0.039729], [-1.433585, -8.600756, 5.840409], [-0.514079, 0.282783, -3.609703], [-3.909473, 1.392325, 0.667775], [3.036302, 4.161543, -6.998695], [1.080455, -1.822756, 4.275709], [4.417883, 4.538377, -6.031196], [0.329680, -7.359784, 4.483972], [1.155294, 3.487722, -2.347280], [-1.229565, 4.982466, 0.658349], [2.802734, 1.015506, -1.841827], [-4.167817, 0.875744, -4.264082], [-1.007188, 1.628322, 0.015233], [1.474987, 0.780379, 2.504083], [1.636055, 0.017177, 3.433634], [-2.918583, -4.805995, 9.388527], [0.917871, -6.788008, 3.906185], [4.965930, 1.174246, -5.083000], [0.328920, -1.391862, 2.776006], [-2.530863, -4.679260, 8.473495], [3.870655, 2.518466, -6.139339], [0.525172, 1.541914, -5.237069], [-4.989042, 3.866792, -5.088417], [-0.514669, 0.793590, 0.518770], [2.637713, -0.325764, 5.247724], [-3.252536, 2.322483, -4.085310], [3.786649, 3.857733, -6.407544], [-2.327027, -5.499727, -1.152592], [0.957462, 0.731412, -5.636905], [-1.895470, -3.277309, 6.758768], [-2.242036, -5.479802, 7.944210], [-5.145696, 2.505914, -4.958755], [1.076610, 5.017257, 1.093548], [4.896432, 2.146680, -5.317542], [0.644204, -8.272453, 4.750828], [-0.222354, 2.699871, 1.696775], [-1.046918, 0.196264, -2.760420], [-1.700677, -7.681224, 5.545899], [-0.453591, 1.832506, -0.903162], [-1.809114, -2.355087, 6.374309], [-0.763060, 2.545608, -3.671061], [-1.555893, -4.821712, 2.754005], [-1.264674, -5.757351, 4.439603], [-2.382964, -3.884511, -0.507254], [2.508302, 4.491669, -1.922328], [4.728480, 1.253079, 0.395754], [-3.250584, 1.768972, -1.898870], [-1.973917, -3.499092, 1.692509], [-0.987391, 2.874321, 0.939081], [-1.811196, -4.479012, 1.841098], [0.735519, 2.435063, -5.636932], [2.066575, 3.507088, -1.749800], [5.548299, 2.793010, -4.916766], [-2.239999, -4.871850, -0.377460], [1.995581, 0.946688, -1.116695], [-1.090630, 4.104474, -0.832932], [4.561290, -0.493699, 0.413755], [-2.427391, -3.390406, 8.008502], [2.495984, 0.287610, 4.468735], [-1.913465, -5.395531, 0.836236], [2.698909, 3.562432, 0.280351], [-2.626273, -7.351588, 5.747787], [-1.954135, 2.955923, 1.434388], [-2.864811, 1.075369, -0.515648], [-2.781781, -2.434337, 8.673638], [4.082262, 2.722237, -2.065589], [-0.895969, -6.863825, 4.802259], [-6.170177, 1.943948, -5.322295], [3.047973, 2.462293, -2.289836], [2.968623, 2.470951, -3.378088]],
  "atomic_forces_ev_per_a": [[-0.2, -0.2, -0.4], [0.0, 0.0, 0.0], [0.0, -0.1, -0.5], [0.0, 0.0, 0.0], [0.0, 0.2, 0.0], [0.1, -0.2, -0.1], [0.4, 0.5, 0.0], [-0.3, -0.1, 0.1], [0.3, -0.1, -0.1], [0.0, 0.0, 0.0], [-0.1, 0.1, 0.1], [0.0, 0.0, 0.1], [-0.1, 0.0, -0.1], [0.0, 0.0, -0.2], [0.0, 0.0, 0.0], [0.0, 0.0, 0.0], [-0.2, 0.2, 0.4], [0.1, -0.2, 0.0], [-0.1, -0.1, -0.1], [-0.1, -0.2, 0.1], [0.0, 0.0, -0.1], [0.0, 0.1, 0.0], [-0.1, -0.2, 0.0], [0.0, 0.0, 0.0], [0.0, 0.0, 0.0], [0.0, 0.0, 0.1], [0.1, 0.1, 0.2], [-0.2, -0.1, 0.1], [0.0, 0.2, 0.0], [0.3, -0.1, -0.2], [0.0, 0.0, 0.2], [-0.5, -0.2, 0.1], [0.2, 0.1, -0.1], [-0.2, -0.2, 0.0], [0.0, 0.0, 0.0], [-0.1, 0.0, -0.1], [0.0, 0.0, 0.1], [0.0, 0.0, 0.0], [0.0, -0.1, 0.0], [0.1, 0.0, 0.3], [-0.2, 0.0, 0.0], [0.0, 0.1, -0.1], [0.1, -0.1, 0.0], [0.0, 0.0, 0.0], [0.0, 0.0, 0.2], [0.0, 0.0, -0.1], [0.0, 0.0, 0.0], [0.1, 0.0, 0.0], [0.2, 0.0, -0.1], [0.0, 0.0, 0.0], [0.1, 0.0, 0.1], [0.0, -0.2, 0.2], [0.1, 0.0, -0.3], [-0.1, 0.0, -0.1], [0.0, 0.2, 0.3], [-0.1, 0.1, 0.0], [0.1, 0.1, 0.2], [0.1, 0.0, -0.1], [-0.1, 0.0, 0.0], [-0.1, 0.1, -0.1], [-0.1, 0.0, 0.0], [0.0, 0.3, 0.4], [-0.1, 0.1, -0.1], [0.0, 0.1, -0.2], [-0.1, 0.2, 0.1], [-0.1, -0.2, -0.1], [-0.1, 0.0, -0.1], [0.3, -0.5, -0.6], [0.1, 0.0, 0.1], [0.1, 0.0, 0.0], [0.2, 0.0, 0.0], [-0.1, 0.0, 0.1], [0.0, -0.1, 0.1], [-0.1, 0.0, 0.1], [0.0, -0.1, -0.2], [0.1, -0.1, -0.1], [0.0, -0.1, -0.1], [0.1, 0.0, 0.0], [0.1, 0.1, -0.1], [0.1, -0.1, 0.1], [0.0, 0.0, -0.1], [0.0, 0.1, 0.2], [0.3, 0.7, 0.4], [0.0, 0.0, 0.0], [0.1, 0.0, 0.3], [0.0, -0.3, -0.3], [0.0, 0.0, -0.1], [-0.4, -0.1, -0.2], [0.1, 0.1, -0.1]],
  "homo_lumo_gap_ev": 6.60,
  "e_lumo_ev": 1.628,
  "charge": -1
}

No. 2
{
  "formula": "C16H49NO14",
  "method": "the ωB97M-V functional and the def2-TZVPD basis",
  "symbols": ["C", "O", "O", "H", "C", "H", "H", "C", "H", "H", "H", "C", "H", "H", "H", "H", "C", "C", "O", "C", "O", "H", "H", "H", "H", "H", "H", "O", "H", "H", "C", "N", "C", "O", "C", "H", "C", "H", "O", "C", "O", "C", "H", "O", "H", "H", "O", "O", "H", "H", "H", "H", "H", "H", "H", "H", "H", "O", "H", "H", "C", "C", "H", "H", "O", "O", "H", "H", "H", "H", "H", "H", "H", "H", "H", "H", "H", "H", "C", "H"],
  "positions_angstrom": [[10.674360, -11.052830, -18.604200], [6.725330, -7.597220, -17.008930], [10.519920, -2.085640, -20.674730], [10.513000, -8.350090, -16.084390], [12.590170, -8.244920, -21.051340], [8.165490, -7.242750, -12.890550], [10.895680, -8.636920, -19.918490], [11.367430, -2.304430, -19.577950], [5.769060, -6.982760, -13.753310], [11.343490, -3.845330, -15.476860], [12.429180, -5.375340, -16.934500], [11.962740, -3.713500, -19.546690], [9.851420, -10.365080, -18.798830], [9.157990, -7.409380, -15.594940], [11.955500, -7.732850, -21.774580], [8.376500, -5.106340, -11.289150], [9.575560, -8.414250, -15.531940], [5.860050, -7.557700, -14.674870], [10.946160, -4.669040, -19.260010], [9.952100, -8.853450, -14.112790], [8.867960, -8.655380, -13.258900], [12.605800, -2.774020, -13.764460], [4.682860, -9.069030, -14.688150], [7.931770, -8.727610, -16.497950], [10.982590, -2.180770, -18.565680], [11.385380, -7.172890, -18.166590], [10.180910, -2.933230, -20.971810], [14.442230, -5.032180, -16.445220], [10.817050, -8.325350, -13.711450], [13.496220, -9.529280, -18.809430], [9.202260, -4.762880, -13.386630], [12.034130, -7.105010, -18.937700], [6.489160, -6.784600, -15.855390], [9.901740, -5.440440, -16.921680], [12.408620, -9.469650, -18.768490], [5.933610, -5.878880, -16.098570], [7.445710, -3.054360, -18.876710], [9.627210, -2.829750, -13.441590], [4.691120, -8.226790, -15.148770], [7.452160, -2.405860, -17.440140], [9.715560, -3.550690, -12.813850], [11.908920, -8.324200, -19.666170], [14.978600, -4.838750, -15.672890], [12.858470, -3.662470, -14.026020], [12.128810, -1.528440, -19.657020], [10.790120, -11.199550, -17.530350], [6.684320, -4.243850, -18.761960], [7.766900, -6.496880, -12.436240], [5.849830, -7.633640, -17.401070], [8.057450, -1.500920, -17.387200], [10.224630, -9.905610, -14.195170], [6.561050, -8.326430, -14.349690], [9.963740, -5.221710, -14.017270], [7.046610, -2.430880, -19.676760], [13.387470, -7.503360, -21.001470], [10.398180, -4.760730, -20.042890], [12.095280, -9.353580, -17.730970], [7.949900, -3.310110, -16.477520], [12.780540, -2.981230, -16.001390], [8.369590, -4.426680, -14.004480], [8.817180, -5.631150, -12.136780], [13.034180, -5.097130, -16.071550], [7.463890, -6.361660, -15.612250], [6.495800, -2.026320, -17.080360], [11.926440, -10.707920, -19.178710], [8.642430, -9.264040, -16.139050], [10.203800, -4.941770, -17.680830], [9.662850, -6.201040, -11.751860], [12.526420, -3.751290, -20.478860], [8.483110, -3.249790, -19.148190], [8.613880, -9.441520, -12.769990], [11.587610, -6.310150, -19.372350], [8.514200, -2.823700, -15.872060], [10.385470, -12.017290, -19.021890], [6.968290, -4.601270, -17.917440], [12.866210, -9.260340, -21.335630], [12.662330, -3.692460, -18.711090], [9.194920, -4.910940, -16.552510], [12.431760, -3.832530, -15.416810], [12.955800, -5.937630, -15.381970]],
  "atomic_forces_ev_per_a": [[0.3, -0.6, -0.2], [-0.8, 0.7, 0.4], [-0.5, 0.0, 0.1], [0.2, -0.2, -0.3], [-0.1, 0.7, 1.0], [-0.1, -0.6, -0.2], [-0.6, 0.2, 0.3], [0.9, -0.2, 0.5], [-0.7, 0.6, -0.3], [-0.1, -0.3, 0.0], [0.5, 0.2, -0.2], [0.4, 2.3, 0.4], [0.2, 0.4, 0.0], [0.4, 0.2, 0.6], [-0.5, -0.6, -0.2], [0.7, 1.1, -0.3], [0.3, 0.6, 0.2], [1.1, -0.6, -0.6], [0.3, 0.9, -0.9], [0.2, -0.3, -1.3], [-0.7, -0.4, 0.7], [0.0, 0.0, 0.1], [-0.3, -0.1, -0.2], [-0.4, 0.1, -0.3], [-1.2, 0.3, 0.0], [0.1, -0.2, 0.9], [-0.3, 0.1, -0.1], [-1.3, 0.5, -0.4], [0.1, 0.2, -0.3], [0.1, 0.1, 0.1], [0.1, 0.9, 1.7], [-0.6, 0.6, 0.7], [0.5, 0.4, 0.9], [0.0, -0.5, 0.6], [0.4, 0.3, -0.3], [-0.6, -0.2, -0.3], [-0.1, 0.2, 1.8], [0.1, -0.1, 0.0], [-0.1, 0.4, 0.3], [0.0, 1.6, -1.0], [0.5, 0.4, 0.1], [0.0, -1.1, -0.9], [-0.2, 0.0, 0.3], [-0.1, -0.5, -1.4], [0.4, -0.3, 0.0], [-0.1, 0.2, 0.2], [0.2, 0.2, -0.4], [-0.7, -0.2, -0.4], [0.0, -0.6, -0.5], [0.4, 0.1, -0.6], [0.0, -0.2, 0.2], [0.4, -0.1, -0.3], [0.0, -0.3, 0.0], [-0.3, 0.2, 0.4], [0.8, -0.6, 0.2], [-0.3, -0.2, -0.1], [0.1, 0.6, 0.2], [0.3, -0.8, 0.2], [0.1, 0.2, -0.1], [-0.6, -0.9, 0.1], [-0.7, 0.2, -0.5], [0.6, 0.0, 1.1], [0.1, -0.3, 0.5], [-0.6, -0.5, -0.5], [-0.6, -0.9, -0.6], [0.6, -1.0, 0.4], [0.1, 0.1, -0.5], [0.4, 0.1, -0.1], [-0.2, -1.3, -0.2], [0.2, -0.2, 0.1], [0.1, 0.0, -0.1], [0.6, -0.3, -0.7], [0.0, -0.1, 0.0], [0.1, 0.0, -0.1], [-0.1, -0.6, 0.1], [0.2, 0.3, -0.5], [0.1, -0.5, -0.1], [-0.4, 0.2, 0.0], [1.0, 0.0, 0.3], [-0.3, 0.0, 0.2]],
  "de_lowest_kcal_mol": 0.0,
  "homo_lumo_gap_ev": 8.76,
  "e_lumo_ev": -0.172,
  "smiles": "COC[C@H](C)N.OCCO.OCCO.OCCO.OCCO.OCCO.OCCO.O",
  "charge": 0
}